The following is a quantum chemistry calculation of a 8-piece molecular cluster, C26H71N3O11 overall in a non-equilibrium geometry, from the Open Molecules 2025 dataset.

The geometry in XYZ format:
```
111
Properties=species:S:1:pos:R:3
C 0.88132 -3.96963 0.61541
O 1.99414 -3.88598 1.46461
C 3.10254 -4.62024 0.94780
C 4.27372 -4.46779 1.90722
N 4.81771 -3.09870 1.89054
C 5.86649 -2.98077 2.87393
C 6.54830 -1.59106 2.88965
O 5.80053 -0.76495 3.76935
C 6.46081 0.47863 3.94045
H 0.40886 -4.96128 0.60524
H 1.10652 -3.62356 -0.41247
H 0.14390 -3.27685 1.01584
H 3.31192 -4.27178 -0.05778
H 2.79663 -5.68446 0.82581
H 5.03542 -5.16049 1.54869
H 4.01065 -4.78117 2.93955
H 4.09358 -2.41347 2.08501
H 6.61938 -3.73574 2.63903
H 5.38683 -3.23385 3.83770
H 6.61322 -1.23692 1.84494
H 7.58178 -1.75183 3.22119
H 7.47569 0.42056 4.34604
H 5.83749 1.01903 4.64157
H 6.38359 1.06429 3.03164
C -2.40683 -4.82659 2.35557
O -1.40194 -4.33803 3.17246
C -1.72848 -3.05700 3.71553
C -0.47958 -2.48272 4.36392
N -0.75224 -1.30874 5.11303
C -1.48332 -0.22708 4.50309
C -0.90223 0.47024 3.28744
O 0.13077 1.28686 3.73886
C 0.71270 2.03185 2.70447
H -2.59115 -4.17579 1.47605
H -3.35071 -4.84366 2.93088
H -2.16790 -5.82069 2.01175
H -2.48427 -3.16875 4.51225
H -2.20913 -2.45013 2.92365
H 0.35374 -2.39471 3.62189
H -0.10582 -3.28175 4.98989
H 0.04035 -1.04427 5.67079
H -1.73261 0.52215 5.25432
H -2.47556 -0.60512 4.22951
H -1.76550 1.06082 2.93078
H -0.50232 -0.19615 2.51708
H -0.06526 2.61935 2.21087
H 1.25883 1.46204 1.94272
H 1.43274 2.75892 3.08840
C -4.37482 6.52318 -4.61692
O -3.42514 5.52107 -4.34473
C -3.96476 4.48785 -3.54151
C -2.86268 3.49777 -3.24135
N -2.44738 2.85118 -4.47820
C -1.36115 1.88047 -4.25295
C -0.95290 1.20321 -5.52676
O -0.33524 2.11200 -6.36312
C 0.02633 1.59421 -7.61661
H -3.91841 7.26112 -5.27662
H -4.68923 7.09007 -3.73014
H -5.25204 6.10968 -5.13226
H -4.81967 4.03138 -4.05008
H -4.29118 4.98940 -2.63198
H -3.24221 2.73786 -2.54401
H -2.02666 3.99450 -2.72394
H -2.18126 3.51052 -5.20322
H -1.60446 1.07954 -3.55213
H -0.48265 2.40474 -3.83111
H -1.79420 0.71125 -6.04013
H -0.23762 0.37895 -5.31697
H 0.63545 0.68514 -7.45646
H 0.51792 2.29211 -8.28233
H -0.88085 1.24527 -8.14274
C 4.19014 1.99919 1.34371
C 5.44648 1.87435 0.51746
O 5.03206 1.76755 -0.83002
H 4.40537 2.31600 2.35314
H 3.53363 1.13726 1.34682
H 3.52835 2.77674 0.92496
H 6.01294 0.96418 0.69676
H 6.11229 2.75043 0.66762
H 5.83253 1.60637 -1.34473
C -3.95522 1.95395 0.71616
C -3.12425 3.19366 0.84901
O -3.65897 4.14997 -0.02630
H -4.96575 2.19424 1.06937
H -3.64264 1.10936 1.30748
H -4.02025 1.63341 -0.33673
H -2.10694 2.96939 0.49761
H -3.01705 3.55420 1.88289
H -3.20271 4.97152 0.14192
C 0.13445 0.88487 -0.76603
C -0.70047 -0.41109 -0.55837
O -1.84227 -0.50705 -1.34354
H -0.53177 1.72423 -0.52067
H 0.49584 0.92839 -1.78282
H 0.98834 0.89282 -0.07615
H -0.90196 -0.42893 0.50151
H -0.01567 -1.24573 -0.77492
H -1.63046 -0.85551 -2.21435
C -1.95915 -1.98493 -4.32876
O -0.68093 -1.72089 -3.72332
H -1.86682 -2.72817 -5.11525
H -2.71668 -2.25928 -3.58353
H -2.25702 -1.03909 -4.78674
H -0.30048 -2.55581 -3.43979
C -4.72902 -2.07751 0.59870
O -3.59467 -1.28281 0.80400
H -5.26616 -1.68118 -0.28204
H -4.47629 -3.10829 0.36909
H -5.39976 -1.98539 1.44528
H -3.05949 -1.13587 0.02065
```

Properties
ΔE to the lowest compared entry with this formula, charge and spin, eV: 0.000
Gap between HOMO and LUMO, eV: 8.54
Structure (SMILES): COCCNCCOC.COCCNCCOC.COCCNCCOC.CCO.CCO.CCO.CO.CO
HOMO, eV: -8.24

These are the Löwdin partial charges, in e, on atoms 1 to 99: atom 1 (C): -0.1286, atom 2 (O): -0.1917, atom 3 (C): -0.2222, atom 4 (C): -0.2083, atom 5 (N): -0.0728, atom 6 (C): -0.2237, atom 7 (C): -0.2189, atom 8 (O): -0.1787, atom 9 (C): -0.1095, atom 10 (H): 0.0924, atom 11 (H): 0.0854, atom 12 (H): 0.0715, atom 13 (H): 0.1142, atom 14 (H): 0.1277, atom 15 (H): 0.1151, atom 16 (H): 0.1258, atom 17 (H): 0.1132, atom 18 (H): 0.1149, atom 19 (H): 0.1234, atom 20 (H): 0.1183, atom 21 (H): 0.1153, atom 22 (H): 0.0935, atom 23 (H): 0.0867, atom 24 (H): 0.0577, atom 25 (C): -0.1413, atom 26 (O): -0.1968, atom 27 (C): -0.2145, atom 28 (C): -0.2231, atom 29 (N): -0.0622, atom 30 (C): -0.1981, atom 31 (C): -0.2288, atom 32 (O): -0.1647, atom 33 (C): -0.1099, atom 34 (H): 0.0772, atom 35 (H): 0.0947, atom 36 (H): 0.0826, atom 37 (H): 0.1333, atom 38 (H): 0.1077, atom 39 (H): 0.1220, atom 40 (H): 0.1196, atom 41 (H): 0.1141, atom 42 (H): 0.1255, atom 43 (H): 0.1121, atom 44 (H): 0.1211, atom 45 (H): 0.1107, atom 46 (H): 0.0807, atom 47 (H): 0.0572, atom 48 (H): 0.0905, atom 49 (C): -0.1250, atom 50 (O): -0.1958, atom 51 (C): -0.2279, atom 52 (C): -0.2158, atom 53 (N): -0.0404, atom 54 (C): -0.1998, atom 55 (C): -0.2823, atom 56 (O): -0.1814, atom 57 (C): -0.1082, atom 58 (H): 0.0840, atom 59 (H): 0.0863, atom 60 (H): 0.0886, atom 61 (H): 0.1263, atom 62 (H): 0.1090, atom 63 (H): 0.1138, atom 64 (H): 0.1224, atom 65 (H): 0.1114, atom 66 (H): 0.0966, atom 67 (H): 0.1282, atom 68 (H): 0.1188, atom 69 (H): 0.1207, atom 70 (H): 0.0905, atom 71 (H): 0.0839, atom 72 (H): 0.0891, atom 73 (C): -0.0933, atom 74 (C): -0.3342, atom 75 (O): -0.0819, atom 76 (H): 0.0645, atom 77 (H): 0.0633, atom 78 (H): 0.0853, atom 79 (H): 0.0915, atom 80 (H): 0.1209, atom 81 (H): 0.0847, atom 82 (C): -0.0812, atom 83 (C): -0.3461, atom 84 (O): -0.0740, atom 85 (H): 0.0840, atom 86 (H): 0.0432, atom 87 (H): 0.0808, atom 88 (H): 0.0860, atom 89 (H): 0.1169, atom 90 (H): 0.0841, atom 91 (C): -0.0446, atom 92 (C): -0.3025, atom 93 (O): -0.0814, atom 94 (H): 0.0630, atom 95 (H): 0.0632, atom 96 (H): 0.0567, atom 97 (H): 0.0796, atom 98 (H): 0.1066, atom 99 (H): 0.0371